1.
C3H6N2O2 | wB97M-V/def2-TZVPD

Cartesian coordinates (Å):
C  0.38  1.97  -0.82
N  -0.30  0.55  -0.34
N  0.52  -0.52  -0.65
C  0.57  -1.49  0.08
C  -0.50  -1.78  1.10
O  -0.36  -2.48  2.09
O  -1.64  -1.10  0.73
H  1.65  1.83  -0.64
H  0.09  3.06  -0.61
H  -0.11  2.05  -1.92
H  -0.24  0.54  0.65
H  1.48  -2.26  0.18
H  -1.53  -0.35  0.17

The frontier orbital gap is 0.35798 Ha. Its SMILES is CN/N=C\C(=O)O. For the highest occupied orbital energy, the calculation gives -0.360 Eh. Its multiplicity is 1. The calculation puts the calculated total energy at -10279.1948 eV. The calculation puts the energy relative to the best compared isomer or geometry (same formula, charge and spin) at 129.2 kcal per mole.

---

2.
C3H6N2O2 | wB97M-V/def2-TZVPD

Cartesian coordinates (Å):
C  1.65  0.15  -0.64
N  0.16  0.18  0.02
C  0.14  1.14  1.10
O  1.15  1.84  1.30
C  -0.79  -0.66  -0.50
N  -2.04  -0.61  0.16
O  -0.83  -1.30  -1.50
H  2.28  0.94  -0.23
H  1.50  0.13  -1.94
H  2.12  -0.77  -0.61
H  -0.74  1.12  1.79
H  -2.05  -0.75  1.25
H  -2.54  -1.43  -0.21

The frontier orbital gap is 0.40243 Ha. Its SMILES is CN(C=O)C(N)=O. For the highest occupied orbital energy, the calculation gives -0.381 Eh. Its multiplicity is 1. The calculation puts the calculated total energy at -10282.2669 eV. The calculation puts the energy relative to the best compared isomer or geometry (same formula, charge and spin) at 58.4 kcal per mole.

---

3.
C3H6N2O2 | wB97M-V/def2-TZVPD

Cartesian coordinates (Å):
C  -1.35  -0.29  1.38
C  -0.82  0.02  0.01
O  -1.35  0.76  -0.78
C  0.46  -0.69  -0.33
N  0.98  -0.58  -1.66
N  1.65  0.08  -0.62
O  1.44  1.49  -0.59
H  -0.56  -0.07  2.11
H  -1.60  -1.34  1.45
H  -2.23  0.32  1.58
H  0.66  -1.63  0.18
H  0.41  0.06  -2.23
H  2.31  1.87  -0.50

The frontier orbital gap is 0.37707 Ha. Its SMILES is CC(=O)[C@H]1NN1O. For the highest occupied orbital energy, the calculation gives -0.344 Eh. Its multiplicity is 1. The calculation puts the calculated total energy at -10279.9118 eV. The calculation puts the energy relative to the best compared isomer or geometry (same formula, charge and spin) at 112.7 kcal per mole.

---

4.
C3H6N2O2 | wB97M-V/def2-TZVPD

Cartesian coordinates (Å):
H  0.21  -0.74  -2.64
N  -0.03  -0.46  -1.69
C  -0.09  -1.48  -0.94
O  -0.35  -1.46  0.37
C  -0.69  -0.23  1.01
C  0.42  0.83  1.10
N  0.45  1.74  0.09
O  1.15  0.88  2.08
H  0.06  -2.52  -1.25
H  -1.60  0.19  0.56
H  -0.90  -0.53  2.04
H  1.23  2.37  0.09
H  0.13  1.40  -0.82

The frontier orbital gap is 0.38695 Ha. Its SMILES is [H]/N=C/OCC(N)=O. For the highest occupied orbital energy, the calculation gives -0.357 Eh. Its multiplicity is 1. The calculation puts the calculated total energy at -10283.4452 eV. The calculation puts the energy relative to the best compared isomer or geometry (same formula, charge and spin) at 31.2 kcal per mole.

---

5.
C3H6N2O2 | wB97M-V/def2-TZVPD

Cartesian coordinates (Å):
N  1.24  -0.15  -1.35
C  0.53  0.67  -0.52
O  0.86  0.55  0.76
C  -0.63  1.34  -0.83
O  -1.28  -0.33  0.37
C  -0.28  -0.34  1.28
N  -0.11  -1.68  1.10
H  1.68  -0.90  -0.84
H  0.77  -0.44  -2.20
H  -1.04  1.29  -1.84
H  -0.98  2.13  -0.18
H  -0.47  0.07  2.28
H  -0.29  -2.19  1.97

The frontier orbital gap (spin up / spin down) is 0.30303 / 0.27486 Ha. For the highest occupied orbital energy (spin up / spin down), the calculation gives -0.312 / -0.315 Eh. Its multiplicity is 1. The calculation puts the calculated total energy at -10278.5206 eV. The calculation puts the energy relative to the best compared isomer or geometry (same formula, charge and spin) at 144.7 kcal per mole.

---

6.
C3H6N2O2 | wB97M-V/def2-TZVPD

Cartesian coordinates (Å):
O  1.88  -1.19  0.27
C  0.68  -0.96  0.26
C  -0.29  -0.73  1.31
C  -1.52  -0.47  0.70
N  -1.43  -0.62  -0.65
N  -0.12  -0.89  -0.93
H  -0.02  -0.93  2.34
H  -2.42  -0.17  1.22
H  -2.08  -0.13  -1.28
H  0.30  -0.81  -1.99
O  1.75  1.35  -0.56
H  1.56  1.69  0.34
H  2.04  0.48  -0.24

The frontier orbital gap is 0.34108 Ha. Its SMILES is O=c1cc[nH][nH]1.O. For the highest occupied orbital energy, the calculation gives -0.319 Eh. Its multiplicity is 1. The calculation puts the calculated total energy at -10281.8844 eV. The calculation puts the energy relative to the best compared isomer or geometry (same formula, charge and spin) at 67.2 kcal per mole.

---

7.
C3H6N2O2 | wB97M-V/def2-TZVPD

Cartesian coordinates (Å):
C  2.38  -0.29  0.45
N  1.13  -0.85  0.04
N  0.21  0.02  0.04
O  0.29  1.22  0.33
C  -1.11  -0.45  -0.51
C  -2.28  0.45  -0.34
O  -1.10  -1.57  -0.98
H  3.29  -0.73  -0.11
H  2.50  -0.48  1.53
H  2.39  0.79  0.28
H  -2.00  1.55  -0.35
H  -3.01  0.10  -0.99
H  -2.69  0.24  0.62

The frontier orbital gap (spin up / spin down) is 0.35386 / 0.35389 Ha. Its SMILES is C/N=[N+](\[O-])C(C)=O. For the highest occupied orbital energy (spin up / spin down), the calculation gives -0.367 / -0.367 Eh. Its multiplicity is 1. The calculation puts the calculated total energy at -10280.2931 eV. The calculation puts the energy relative to the best compared isomer or geometry (same formula, charge and spin) at 103.9 kcal per mole.

---

8.
C3H6N2O2 | wB97M-V/def2-TZVPD

Cartesian coordinates (Å):
C  2.07  0.93  0.51
C  -1.54  0.06  0.03
C  -0.46  0.42  -0.88
N  -1.59  -1.28  0.25
N  1.37  -0.04  0.07
O  -2.33  0.85  0.52
O  1.50  -1.24  0.18
H  2.90  0.70  1.20
H  1.88  1.92  0.31
H  -0.41  1.45  -1.04
H  -0.10  -0.35  -1.69
H  -0.86  -1.75  -0.18
H  -2.43  -1.68  0.72

The frontier orbital gap (spin up / spin down) is 0.31241 / 0.31269 Ha. For the highest occupied orbital energy (spin up / spin down), the calculation gives -0.342 / -0.342 Eh. Its multiplicity is 1. The calculation puts the calculated total energy at -10279.3635 eV. The calculation puts the energy relative to the best compared isomer or geometry (same formula, charge and spin) at 125.3 kcal per mole.

---

9.
C3H6N2O2 | wB97M-V/def2-TZVPD

Cartesian coordinates (Å):
C  0.08  1.26  0.10
N  -0.70  -2.27  -0.04
C  0.43  -1.53  0.14
C  -0.33  2.03  -0.92
O  1.60  0.49  0.22
O  -0.31  1.43  1.38
N  0.52  -0.31  -0.22
H  0.46  1.34  1.94
H  -1.47  -1.86  -0.55
H  -0.63  -3.27  -0.06
H  1.28  -2.01  0.62
H  -0.13  1.75  -1.94
H  -0.81  2.96  -0.68

The frontier orbital gap is 0.29486 Ha. For the highest occupied orbital energy, the calculation gives -0.273 Eh. Its multiplicity is 1. The calculation puts the calculated total energy at -10278.3891 eV. The calculation puts the energy relative to the best compared isomer or geometry (same formula, charge and spin) at 147.8 kcal per mole.

---

10.
C3H6N2O2 | wB97M-V/def2-TZVPD

Cartesian coordinates (Å):
N  -0.80  2.02  0.54
C  -0.72  0.54  0.54
C  0.72  0.05  0.37
O  1.70  0.63  0.75
N  0.83  -1.19  -0.27
C  0.19  -1.65  -1.39
O  0.36  -2.75  -1.84
H  0.11  2.41  0.38
H  -1.02  2.30  1.48
H  -1.38  0.21  -0.26
H  -1.07  0.13  1.49
H  1.57  -1.83  0.00
H  -0.49  -0.87  -1.78

The frontier orbital gap is 0.39814 Ha. Its SMILES is NCC(=O)NC=O. For the highest occupied orbital energy, the calculation gives -0.375 Eh. Its multiplicity is 1. The calculation puts the calculated total energy at -10283.4831 eV. The calculation puts the energy relative to the best compared isomer or geometry (same formula, charge and spin) at 30.3 kcal per mole.

---

11.
C3H6N2O2 | wB97M-V/def2-TZVPD

Cartesian coordinates (Å):
N  -1.25  -0.44  -1.24
C  -0.66  0.08  -0.05
N  0.56  0.89  -0.25
C  1.74  0.24  0.02
O  1.83  -0.89  0.45
C  -0.56  -0.63  1.21
O  -1.62  0.33  0.93
H  -2.14  0.01  -1.44
H  -0.62  -0.33  -2.02
H  0.65  1.81  -0.67
H  2.66  0.82  -0.18
H  -0.75  -1.70  1.32
H  0.14  -0.21  1.93

The frontier orbital gap is 0.37650 Ha. Its SMILES is N[C@]1(NC=O)CO1. For the highest occupied orbital energy, the calculation gives -0.350 Eh. Its multiplicity is 1. The calculation puts the calculated total energy at -10282.0344 eV. The calculation puts the energy relative to the best compared isomer or geometry (same formula, charge and spin) at 63.7 kcal per mole.

---

12.
C3H6N2O2 | wB97M-V/def2-TZVPD

Cartesian coordinates (Å):
C  -0.96  -0.69  -0.37
O  -0.34  0.42  -1.00
C  0.52  1.15  -0.22
N  0.90  2.32  -0.47
N  0.90  0.44  0.93
C  0.58  -0.91  0.87
O  0.10  -1.52  1.93
H  -1.98  -0.40  -0.06
H  -0.71  -1.28  0.97
H  -0.99  -1.51  -1.09
H  0.43  2.68  -1.29
H  0.64  0.87  1.81
H  1.16  -1.47  0.12

The frontier orbital gap is 0.37230 Ha. For the highest occupied orbital energy, the calculation gives -0.350 Eh. Its multiplicity is 1. The calculation puts the calculated total energy at -10279.3768 eV. The calculation puts the energy relative to the best compared isomer or geometry (same formula, charge and spin) at 125.0 kcal per mole.